# 1
ORCA calculation (ωB97M-V/def2-TZVPD) on C6H20B2Br6Na3 as an isolated structure.

ORCA input file:
```
! wB97M-V def2-TZVPD RIJCOSX def2/J DEFGRID3
* xyz 1 1
Br 15.737 -28.426 -10.594
Br 16.313 -29.311 -0.836
Br 13.473 -25.905 -7.220
Br 16.089 -31.690 -4.862
Br 23.410 -28.566 -7.073
Br 20.868 -27.729 -9.387
Na 20.102 -22.316 -5.640
Na 15.378 -23.421 -2.898
Na 20.000 -25.484 -0.741
C 22.000 -29.833 -7.602
C 16.057 -30.268 -3.430
C 14.535 -27.882 -9.141
C 20.639 -29.080 -7.919
C 16.500 -30.803 -2.117
C 14.589 -26.357 -8.871
B 21.816 -21.831 -1.308
B 18.577 -25.383 -4.011
H 21.971 -22.304 -2.265
H 14.076 -25.714 -9.586
H 20.807 -21.462 -1.208
H 21.975 -22.518 -0.491
H 22.491 -20.991 -1.259
H 22.374 -30.348 -8.488
H 15.831 -31.590 -1.767
H 17.874 -25.985 -3.455
H 18.083 -25.094 -4.925
H 20.370 -28.690 -6.938
H 15.576 -25.904 -8.770
H 15.027 -29.913 -3.421
H 13.542 -28.210 -9.448
H 14.851 -28.507 -8.305
H 18.892 -24.563 -3.385
H 19.744 -29.661 -8.139
H 17.542 -31.094 -1.984
H 16.823 -29.576 -3.780
H 21.913 -30.575 -6.809
H 19.489 -25.914 -4.235
*
```

Properties
E_HOMO	-10.04	eV
energy above the lowest of the compared OMol25 structures with the same formula, charge and spin	106.4	kcal per mole
E_LUMO	-0.1871	Ha
DFT total energy	-441391.0898	eV
HOMO-LUMO gap	4.944	eV

# 2
ORCA calculation (ωB97M-V/def2-TZVPD) on C6H20CdN3S as an isolated structure.

ORCA input file:
```
! wB97M-V def2-TZVPD RIJCOSX def2/J DEFGRID3
* xyz -1 1
Cd 0.640 0.358 -2.813
S 2.330 -0.007 -0.928
N 0.297 -0.933 0.600
N 1.184 1.129 1.184
N 1.251 -1.745 -3.528
C 0.236 2.206 3.157
C 0.229 -1.476 1.986
C -1.136 -2.074 2.250
C -1.088 1.464 -2.234
C 1.194 0.071 0.355
C -0.076 1.620 1.798
H -0.534 2.365 1.127
H 1.027 -2.029 -4.485
H 2.267 -1.776 -3.402
H 0.465 -0.675 2.695
H -0.762 0.771 1.867
H 0.401 -1.697 -0.075
H 0.730 3.176 3.064
H -0.729 2.369 -1.726
H -1.193 -2.353 3.307
H -1.634 0.845 -1.513
H -1.741 1.724 -3.073
H -1.286 -2.987 1.666
H 0.894 1.545 3.732
H 1.842 1.863 0.912
H -1.949 -1.377 2.013
H -0.691 2.367 3.712
H -1.850 -0.325 -5.604
H 1.000 -2.256 2.087
H -2.162 0.262 -5.249
H 0.844 -2.426 -2.880
*
```

Properties
E_HOMO (alpha / beta)	-0.15 / -0.61	eV
energy above the lowest of the compared OMol25 structures with the same formula, charge and spin	0.0	kcal per mole
E_LUMO (alpha / beta)	0.1200 / 0.1202	Ha
DFT total energy	-26413.3586	eV
HOMO-LUMO gap (alpha / beta)	3.414 / 3.881	eV

# 3
ORCA calculation (ωB97M-V/def2-TZVPD) on C6H20ClO6STi as an isolated structure.

ORCA input file:
```
! wB97M-V def2-TZVPD RIJCOSX def2/J DEFGRID3
* xyz 0 4
Ti 2.553 1.921 -1.135
Cl 1.589 0.517 0.690
S -2.378 1.327 -2.379
O -2.189 -0.108 -1.875
O -1.313 -1.206 1.627
O 4.125 -1.622 0.557
O 1.417 1.518 3.925
O -2.281 1.336 -3.769
O -3.526 1.816 -1.719
C -0.983 2.195 -1.747
C -0.994 -0.773 -2.292
C 0.114 1.350 4.435
C -2.403 -0.303 1.926
C 4.648 -1.684 -0.734
C -1.255 -2.269 -2.362
H -3.266 -0.618 1.351
H -1.356 -2.690 -1.361
H -0.122 1.956 -2.364
H 5.407 -2.473 -0.764
H 3.249 -1.207 0.552
H -0.640 1.289 3.642
H 1.464 1.037 3.090
H -0.398 -2.762 -2.833
H -0.698 -0.378 -3.269
H 3.916 -1.931 -1.516
H 0.041 0.456 5.060
H -2.194 0.738 1.646
H 5.174 -0.750 -1.019
H -0.483 -0.724 1.692
H -2.147 -2.497 -2.940
H -0.104 2.225 5.039
H -0.872 1.957 -0.695
H -0.223 -0.561 -1.551
H -2.644 -0.331 2.992
H -1.227 3.246 -1.898
*
```

Properties
E_HOMO (alpha / beta)	-8.26 / -10.01	eV
energy above the lowest of the compared OMol25 structures with the same formula, charge and spin	40.4	kcal per mole
E_LUMO (alpha / beta)	-0.0626 / -0.0701	Ha
DFT total energy	-65299.9076	eV
HOMO-LUMO gap (alpha / beta)	6.551 / 8.099	eV

# 4
ORCA calculation (ωB97M-V/def2-TZVPD) on C6H20F2FeO4S2 as an isolated structure.

ORCA input file:
```
! wB97M-V def2-TZVPD RIJCOSX def2/J DEFGRID3
* xyz 0 5
Fe 0.159 0.967 -0.071
S -2.107 -1.247 -1.680
S -0.517 0.793 3.340
F 1.779 1.862 0.518
F -1.446 2.040 -0.151
O -1.176 -0.668 -0.690
O 1.673 -0.785 0.214
O -0.194 0.531 1.928
O 0.536 1.329 -2.231
C -3.230 0.078 -2.137
C 1.927 1.694 -2.406
C -1.251 -1.344 -3.244
C -0.674 -0.823 4.106
C 1.030 1.272 4.105
C 1.551 -2.186 -0.018
H -3.671 -0.224 -3.088
H -0.637 -0.687 5.187
H 1.092 -2.685 0.839
H 2.506 -0.577 0.644
H 2.519 0.952 -1.877
H 0.085 -1.486 3.702
H -1.684 -1.163 3.878
H 2.140 2.634 -1.899
H 2.199 1.717 -3.460
H -2.651 0.992 -2.250
H 2.512 -2.635 -0.269
H -1.972 -1.648 -4.004
H -3.978 0.160 -1.358
H -0.472 -2.097 -3.155
H -0.820 -0.380 -3.502
H 1.820 0.586 3.817
H 1.209 2.293 3.778
H 0.872 -2.320 -0.856
H 0.009 1.774 -2.897
H 0.861 1.277 5.186
*
```

Properties
E_HOMO (alpha / beta)	-7.95 / -6.27	eV
E_LUMO (alpha / beta)	0.0170 / 0.0167	Ha
DFT total energy	-76228.6040	eV
HOMO-LUMO gap (alpha / beta)	8.414 / 6.721	eV

# 5
ORCA calculation (ωB97M-V/def2-TZVPD) on an isolated ion of composition C6H20N2Si and charge +2.

ORCA input file:
```
! wB97M-V def2-TZVPD RIJCOSX def2/J DEFGRID3
* xyz 2 3
Si -0.001 -0.543 -0.064
N 2.779 -0.122 -0.610
N -2.670 -0.045 0.670
C -0.110 -1.492 -1.725
C -1.959 1.340 -1.171
C 0.025 -1.396 1.583
C 1.540 0.656 -0.220
C 1.866 1.209 1.127
C -1.510 0.725 0.189
H 0.105 -0.921 2.547
H -2.860 2.001 -1.008
H 3.015 -0.848 0.157
H 3.629 0.508 -0.389
H -3.460 0.482 0.411
H -1.060 -2.134 -1.795
H -2.567 -1.066 0.469
H -1.087 1.866 -1.544
H 1.083 1.813 1.379
H -0.263 -0.726 -2.422
H -1.313 1.575 0.903
H -2.603 -0.174 1.723
H 2.906 -0.273 -1.529
H 1.447 1.480 -0.950
H 1.949 0.304 1.718
H 0.858 -2.201 1.734
H 2.724 1.833 1.046
H -2.239 0.435 -1.859
H -0.821 -1.983 1.716
H 0.598 -2.305 -2.084
*
```

Properties
E_HOMO (alpha / beta)	-11.06 / -18.49	eV
E_LUMO (alpha / beta)	-0.2407 / -0.4739	Ha
DFT total energy	-17379.8203	eV
HOMO-LUMO gap (alpha / beta)	4.515 / 5.597	eV

# 6
ORCA calculation (ωB97M-V/def2-TZVPD) on one molecule with the formula C6H20N2Si2.

ORCA input file:
```
! wB97M-V def2-TZVPD RIJCOSX def2/J DEFGRID3
* xyz 0 3
Si -3.385 -0.088 -1.400
Si -0.851 0.009 0.740
N -1.779 -0.044 -0.736
N 1.137 -0.136 0.325
C -1.105 -1.638 1.644
C 2.696 -1.813 -0.738
C 1.951 1.112 0.536
C 1.372 -1.001 -0.825
C 1.531 2.020 -0.641
C -1.334 1.396 1.869
H -0.214 -2.235 1.343
H -1.960 -2.251 1.238
H -4.559 0.570 -0.792
H 1.777 1.535 -1.620
H -3.186 0.302 -2.781
H 3.008 0.841 0.569
H -0.365 1.740 2.214
H -1.170 -1.365 2.678
H -1.767 2.131 1.329
H 3.040 -1.685 0.293
H 0.427 2.146 -0.671
H -3.520 -1.518 -1.400
H 0.584 -1.710 -0.930
H 3.406 -1.208 -1.419
H 1.527 1.583 1.354
H 1.226 -0.433 -1.704
H -1.930 1.067 2.670
H 2.719 -2.834 -1.106
H -1.257 0.466 -1.352
H 1.980 3.042 -0.688
*
```

Properties
E_HOMO (alpha / beta)	-2.69 / -9.03	eV
energy above the lowest of the compared OMol25 structures with the same formula, charge and spin	0.0	kcal per mole
E_LUMO (alpha / beta)	0.0293 / -0.0853	Ha
DFT total energy	-25276.7932	eV
HOMO-LUMO gap (alpha / beta)	3.488 / 6.709	eV

# 7
ORCA calculation (ωB97M-V/def2-TZVPD) on C6H20N3OPb as an isolated structure.

ORCA input file:
```
! wB97M-V def2-TZVPD RIJCOSX def2/J DEFGRID3
* xyz -1 1
Pb -2.046 1.025 -1.715
O 0.080 0.449 -0.226
N -0.774 2.999 -0.758
N 1.081 -1.577 -0.159
N 0.613 -0.318 1.835
C 0.828 -1.365 2.817
C -1.958 2.389 -3.474
C 0.974 -1.576 -1.613
C 0.593 -0.482 0.483
C 0.071 0.937 2.334
C 1.811 -2.679 0.446
H 2.289 -3.252 -0.357
H 0.632 1.794 1.933
H 0.169 2.763 -1.083
H 0.145 -2.209 2.662
H -1.009 3.941 -1.080
H -2.768 -1.547 0.527
H -2.166 3.435 -3.232
H 1.503 -0.716 -2.058
H 0.626 -0.934 3.799
H 1.864 -1.717 2.810
H -2.695 2.007 -4.197
H 1.406 -2.511 -1.996
H -2.398 -0.923 0.258
H -0.947 2.256 -3.893
H 1.137 -3.352 1.000
H -0.988 1.064 2.053
H 2.604 -2.316 1.112
H 0.153 0.937 3.425
H -0.746 2.993 0.265
H -0.083 -1.516 -1.921
*
```

Properties
E_HOMO	0.50	eV
energy above the lowest of the compared OMol25 structures with the same formula, charge and spin	1.7	kcal per mole
E_LUMO	0.1017	Ha
DFT total energy	-18308.0830	eV
HOMO-LUMO gap	2.266	eV